[1]
C46H80AsBN9O2RbS5SeSi3 | ωB97M-V with the def2-TZVPD basis set

```
! wB97M-V def2-TZVPD RIJCOSX def2/J DEFGRID3
* xyz -2 1
Rb -0.084 0.756 -0.236
C 1.652 6.278 2.256
C 1.913 4.825 2.022
C 2.822 3.995 2.649
C 2.622 2.730 2.050
N 1.675 2.800 1.134
N 1.247 4.086 1.112
B 0.035 4.499 0.248
N -1.181 3.638 0.725
N -1.124 3.036 1.942
C -2.339 2.571 2.194
C -3.212 2.873 1.126
C -2.437 3.561 0.221
C -2.834 4.186 -1.080
C -2.648 1.896 3.511
C -2.628 2.963 4.615
C -4.021 1.229 3.446
C -1.576 0.845 3.825
N 0.358 4.309 -1.260
N 0.997 3.184 -1.681
C 1.336 3.386 -2.943
C 0.888 4.657 -3.371
C 0.277 5.212 -2.268
C -0.361 6.562 -2.163
C 2.169 2.398 -3.730
C 2.656 1.255 -2.833
C 1.345 1.838 -4.898
C 3.392 3.141 -4.288
C 3.283 1.399 2.342
C 3.847 0.807 1.043
C 2.230 0.444 2.922
C 4.414 1.581 3.349
H 2.343 6.650 3.013
H 0.632 6.447 2.606
H 1.786 6.864 1.344
H 3.517 4.275 3.425
H -0.207 5.671 0.432
H -4.248 2.597 1.006
H -3.872 3.926 -1.292
H -2.207 3.843 -1.909
H -2.751 5.276 -1.037
H -3.386 3.731 4.425
H -1.651 3.451 4.641
H -2.827 2.509 5.590
H -4.817 1.970 3.320
H -4.213 0.673 4.368
H -4.069 0.525 2.610
H -0.589 1.313 3.837
H -1.578 0.047 3.079
H -1.768 0.390 4.802
H 0.998 5.113 -4.343
H 0.232 7.292 -2.716
H -0.442 6.891 -1.129
H -1.367 6.556 -2.592
H 1.837 0.587 -2.566
H 3.112 1.651 -1.921
H 3.395 0.652 -3.371
H 0.533 1.208 -4.538
H 1.978 1.220 -5.546
H 0.925 2.651 -5.499
H 3.982 3.575 -3.476
H 3.094 3.948 -4.963
H 4.027 2.444 -4.845
H 3.059 0.666 0.304
H 4.315 -0.163 1.238
H 4.596 1.475 0.608
H 1.384 0.361 2.243
H 1.851 0.826 3.873
H 2.644 -0.556 3.085
H 5.174 2.269 2.965
H 4.895 0.618 3.552
H 4.037 1.979 4.295
S -7.624 -2.714 3.434
C -6.191 -2.289 2.676
S -4.632 -2.621 3.281
C -3.649 -1.941 1.996
C -4.358 -1.359 0.988
S -3.787 -0.536 -0.443
S -6.102 -1.450 1.193
S -1.916 -2.104 2.180
N -1.606 -2.892 -1.196
C -1.449 -2.155 -2.467
C -0.014 -1.619 -2.544
O 0.284 -0.954 -3.538
O 0.731 -1.942 -1.563
H -0.644 -2.903 -0.807
H -1.965 -3.836 -1.281
H -2.172 -2.388 -0.490
H -2.157 -1.331 -2.490
H -1.638 -2.790 -3.329
C -5.819 -1.718 -2.908
N -5.626 -0.284 -2.936
C -4.661 0.366 -3.639
Se -3.549 -0.264 -4.954
N -4.706 1.660 -3.219
C -5.667 1.836 -2.233
C -6.094 2.944 -1.526
C -7.119 2.752 -0.604
C -7.693 1.495 -0.411
C -7.269 0.391 -1.139
C -6.250 0.590 -2.051
H -5.237 -2.148 -3.718
H -6.876 -1.953 -3.042
H -5.459 -2.100 -1.950
H -4.005 2.321 -3.505
H -5.643 3.918 -1.666
H -7.469 3.594 -0.020
H -8.470 1.373 0.334
H -7.694 -0.592 -0.976
C 4.672 -2.914 2.969
Si 4.659 -3.724 1.279
C 5.829 -2.763 0.174
C 5.442 -5.414 1.538
As 2.493 -3.447 0.416
Si 1.464 -5.261 1.527
C 1.237 -4.724 3.304
C 2.344 -6.922 1.533
C -0.258 -5.580 0.865
Si 2.850 -4.216 -1.784
C 4.120 -5.611 -1.859
C 3.510 -2.833 -2.844
C 1.336 -4.936 -2.623
H 5.597 -3.133 3.514
H 3.827 -3.260 3.571
H 4.576 -1.827 2.878
H 6.803 -2.626 0.656
H 5.418 -1.777 -0.063
H 5.988 -3.284 -0.777
H 6.530 -5.305 1.578
H 5.198 -6.122 0.743
H 5.109 -5.851 2.484
H 2.161 -4.787 3.887
H 0.478 -5.345 3.788
H 0.880 -3.690 3.331
H 3.219 -6.908 2.187
H 2.683 -7.209 0.534
H 1.658 -7.696 1.892
H -0.948 -4.817 1.251
H -0.602 -6.564 1.203
H -0.312 -5.567 -0.226
H 5.110 -5.284 -1.524
H 4.211 -5.969 -2.890
H 3.822 -6.457 -1.232
H 4.230 -2.215 -2.298
H 2.691 -2.177 -3.155
H 4.006 -3.241 -3.732
H 0.725 -5.537 -1.948
H 1.655 -5.585 -3.446
H 0.714 -4.137 -3.036
*
```

Computed properties:
LUMO level ... 3.42 eV
Kohn-Sham gap ... 5.02 eV
Relative energy (zero: lowest compared OMol25 entry of this formula, charge and spin) ... 48.77 kJ/mol
Calculated total energy ... -271844.852 eV

=====

[2]
C46H85F12N3O20 | ωB97M-V with the def2-TZVPD basis set

```
! wB97M-V def2-TZVPD RIJCOSX def2/J DEFGRID3
* xyz 0 1
C -1.096 -3.309 -0.750
C -1.958 -2.287 -1.474
O -2.262 -2.737 -2.804
C -3.239 -3.573 -2.933
O -3.907 -3.989 -2.034
C -3.494 -4.011 -4.383
F -4.789 -3.896 -4.675
F -2.750 -3.311 -5.235
F -3.175 -5.316 -4.520
H -0.217 -3.715 -1.250
H -1.672 -4.158 -0.380
H -0.652 -2.782 0.103
H -1.351 -1.390 -1.498
H -2.914 -2.159 -0.974
C -1.254 3.333 8.443
C -2.194 2.168 8.637
O -2.770 1.701 7.418
C -2.029 0.921 6.659
O -0.952 0.479 6.957
C -2.620 0.675 5.266
F -1.690 0.768 4.342
F -3.180 -0.554 5.234
F -3.616 1.531 4.970
H -0.446 3.147 7.733
H -0.678 3.435 9.374
H -1.714 4.308 8.308
H -3.028 2.460 9.273
H -1.680 1.376 9.182
C 5.824 -2.488 -1.776
C 5.372 -1.107 -2.245
O 6.224 -0.144 -1.621
C 5.775 0.441 -0.533
O 4.686 0.319 -0.060
C 6.835 1.394 0.068
F 6.415 2.648 -0.173
F 6.939 1.199 1.379
F 8.044 1.252 -0.476
H 5.305 -3.290 -2.310
H 5.663 -2.541 -0.701
H 6.854 -2.703 -2.065
H 4.321 -0.999 -1.985
H 5.427 -1.014 -3.327
C 2.444 -2.622 -1.488
C 2.680 -1.614 -0.376
O 1.467 -0.862 -0.210
C 1.505 0.107 0.673
O 2.480 0.604 1.149
C 0.106 0.701 0.909
F -0.898 -0.083 0.520
F -0.071 1.123 2.137
F 0.042 1.780 0.065
H 2.146 -3.637 -1.215
H 3.399 -2.855 -1.973
H 1.731 -2.240 -2.218
H 3.490 -0.959 -0.688
H 2.949 -2.135 0.541
C 0.500 -3.376 -4.734
O 0.283 -4.475 -5.604
C 0.585 -5.736 -5.027
C 2.037 -5.899 -4.553
O 2.970 -6.084 -5.596
C 3.272 -4.953 -6.386
C 3.948 -3.841 -5.570
O 4.924 -4.308 -4.676
C 6.141 -4.724 -5.278
H 1.281 -2.708 -5.115
H 0.606 -3.693 -3.699
H -0.356 -2.698 -4.796
H 0.494 -6.404 -5.885
H -0.060 -6.012 -4.183
H 2.032 -6.854 -4.022
H 2.353 -5.099 -3.877
H 2.379 -4.517 -6.844
H 3.951 -5.312 -7.159
H 3.217 -3.333 -4.939
H 4.310 -3.100 -6.299
H 6.926 -4.564 -4.537
H 6.393 -4.106 -6.144
H 6.091 -5.787 -5.520
C -2.477 3.647 -0.134
O -2.567 4.455 -1.269
C -3.875 4.615 -1.754
C -3.896 5.780 -2.722
O -2.965 5.709 -3.768
C -3.363 4.801 -4.771
C -2.384 4.821 -5.914
O -2.345 6.078 -6.489
C -1.383 6.251 -7.478
H -3.000 4.161 0.688
H -1.485 3.462 0.275
H -2.864 2.623 -0.242
H -4.526 4.897 -0.912
H -4.309 3.708 -2.196
H -3.708 6.699 -2.162
H -4.932 5.896 -3.075
H -4.344 5.069 -5.190
H -3.425 3.804 -4.322
H -2.612 4.000 -6.608
H -1.413 4.519 -5.475
H -1.633 5.745 -8.417
H -0.373 5.991 -7.144
H -1.346 7.314 -7.722
C -9.768 -1.705 -3.332
O -9.119 -2.093 -2.143
C -7.745 -1.752 -2.141
C -7.525 -0.439 -1.420
O -7.631 -0.527 -0.018
C -6.749 -1.394 0.636
C -5.297 -1.287 0.223
O -4.760 0.029 0.183
C -4.411 0.509 1.451
H -10.848 -1.780 -3.239
H -9.399 -2.263 -4.199
H -9.563 -0.637 -3.512
H -7.348 -1.735 -3.162
H -7.228 -2.581 -1.653
H -8.277 0.273 -1.758
H -6.543 -0.001 -1.644
H -7.048 -2.429 0.410
H -6.856 -1.252 1.709
H -5.068 -1.658 -0.780
H -4.717 -1.932 0.901
H -4.144 1.567 1.403
H -3.534 -0.019 1.846
H -5.219 0.496 2.192
C 5.285 1.840 3.243
O 4.710 1.998 4.530
C 5.701 2.082 5.563
C 4.993 1.937 6.896
O 4.003 2.899 7.118
C 2.673 2.450 7.053
C 2.221 1.759 8.327
O 2.826 0.497 8.600
C 2.563 -0.506 7.645
H 5.866 0.915 3.238
H 5.909 2.692 2.945
H 4.469 1.832 2.521
H 6.137 3.084 5.491
H 6.430 1.276 5.441
H 5.784 2.093 7.648
H 4.715 0.905 7.119
H 2.560 1.740 6.228
H 2.001 3.289 6.880
H 1.143 1.539 8.324
H 2.450 2.387 9.189
H 2.881 -0.169 6.655
H 1.469 -0.611 7.579
H 3.006 -1.456 7.920
C 3.075 -1.090 4.067
C 2.814 -2.452 4.504
N 2.598 -3.521 4.860
H 2.239 -0.468 4.396
H 3.225 -1.019 2.996
H 3.949 -0.628 4.530
C -0.620 2.281 -3.042
C -0.399 0.906 -3.468
N -0.254 -0.213 -3.667
H -0.034 2.418 -2.139
H -1.668 2.399 -2.749
H -0.512 3.035 -3.816
C 2.002 3.504 3.325
C 0.840 3.369 4.187
N -0.027 3.203 4.918
H 1.969 4.404 2.713
H 2.012 2.675 2.614
H 2.915 3.481 3.921
*
```

Computed properties:
LUMO level ... 0.19 eV
Kohn-Sham gap ... 9.43 eV
SMILES ... CCOC(=O)C(F)(F)F.CCOC(=O)C(F)(F)F.CCOC(=O)C(F)(F)F.CCOC(=O)C(F)(F)F.COCCOCCOC.COCCOCCOC.COCCOCCOC.COCCOCCOC.CC#N.CC#N.CC#N
Calculated total energy ... -127102.791 eV

=====

[3]
C46H89Cl2F15N4O10 | ωB97M-V with the def2-TZVPD basis set

```
! wB97M-V def2-TZVPD RIJCOSX def2/J DEFGRID3
* xyz 0 1
C -23.609 -24.265 0.350
C -24.387 -23.012 0.031
O -25.817 -23.356 -0.172
C -26.643 -23.048 0.831
O -26.332 -22.593 1.900
C -28.080 -23.525 0.584
F -28.087 -24.254 -0.527
F -28.542 -24.329 1.535
F -28.953 -22.557 0.370
H -23.583 -24.873 -0.539
H -24.059 -24.779 1.194
H -22.562 -23.959 0.572
H -24.027 -22.553 -0.915
H -24.405 -22.394 0.912
C -24.225 -15.560 4.772
C -22.716 -15.825 4.337
O -21.990 -14.590 4.779
C -20.923 -14.828 5.535
O -20.410 -15.782 6.041
C -20.352 -13.454 6.065
F -19.039 -13.404 6.268
F -20.663 -12.344 5.311
F -20.959 -13.276 7.226
H -24.899 -16.294 4.390
H -24.642 -14.636 4.418
H -24.222 -15.573 5.873
H -22.509 -15.880 3.298
H -22.339 -16.741 4.792
C -14.933 -18.188 2.910
C -14.060 -17.128 2.268
O -13.640 -16.315 3.415
C -13.448 -15.005 3.281
O -13.523 -14.251 2.307
C -13.132 -14.321 4.615
F -12.463 -13.197 4.474
F -14.268 -14.056 5.249
F -12.395 -15.137 5.464
H -15.777 -17.749 3.393
H -14.367 -18.753 3.692
H -15.250 -18.872 2.086
H -14.568 -16.525 1.525
H -13.180 -17.615 1.834
C -18.940 -18.019 3.977
C -19.585 -18.884 5.077
O -20.208 -20.100 4.549
C -21.424 -20.105 3.957
O -22.194 -19.230 3.796
C -21.637 -21.578 3.450
F -20.746 -21.842 2.525
F -21.615 -22.450 4.447
F -22.809 -21.705 2.849
H -19.716 -17.495 3.402
H -18.380 -18.679 3.279
H -18.254 -17.275 4.424
H -20.376 -18.282 5.590
H -18.852 -19.209 5.836
C -23.047 -15.791 -3.284
C -22.633 -17.276 -3.265
O -21.778 -17.552 -2.100
C -22.534 -17.759 -0.949
O -23.718 -17.574 -0.957
C -21.765 -17.896 0.329
F -22.167 -18.943 1.038
F -20.443 -17.967 0.179
F -22.023 -16.798 1.060
H -22.151 -15.168 -3.338
H -23.598 -15.431 -2.443
H -23.604 -15.568 -4.171
H -22.195 -17.549 -4.200
H -23.474 -17.926 -3.243
C -13.590 -17.490 9.304
C -14.288 -16.377 8.463
N -15.754 -16.277 8.602
C -16.334 -15.460 7.545
C -16.440 -16.216 6.190
C -16.242 -15.789 9.925
C -15.622 -14.440 10.263
H -12.487 -17.526 9.254
H -14.004 -18.519 9.037
H -13.912 -17.401 10.316
H -13.874 -15.406 8.678
H -14.102 -16.601 7.409
H -17.385 -15.230 7.781
H -15.781 -14.499 7.419
H -16.966 -17.184 6.361
H -17.007 -15.618 5.504
H -15.455 -16.460 5.877
H -16.089 -16.494 10.761
H -17.312 -15.682 9.857
H -14.543 -14.422 10.214
H -15.851 -14.057 11.304
H -15.946 -13.678 9.541
C -26.323 -19.826 -0.256
C -26.597 -18.664 0.650
N -26.884 -19.015 2.042
C -25.713 -19.530 2.711
C -25.982 -20.161 4.085
C -27.475 -17.901 2.767
C -28.812 -17.409 2.259
H -27.149 -20.585 -0.096
H -25.331 -20.262 -0.280
H -26.483 -19.469 -1.228
H -25.772 -17.889 0.602
H -27.564 -18.238 0.309
H -25.336 -20.301 2.017
H -24.951 -18.760 2.723
H -26.129 -19.356 4.825
H -26.942 -20.741 4.010
H -25.215 -20.926 4.296
H -26.811 -17.056 2.834
H -27.619 -18.297 3.801
H -29.267 -18.102 1.527
H -28.667 -16.484 1.666
H -29.528 -17.181 3.077
C -21.320 -17.794 8.494
C -22.233 -18.828 9.294
N -22.965 -19.797 8.510
C -22.003 -20.700 7.876
C -22.824 -21.932 7.324
C -23.851 -19.119 7.548
C -24.949 -18.332 8.287
H -20.615 -17.348 9.204
H -21.928 -17.064 7.986
H -20.765 -18.341 7.755
H -21.598 -19.418 10.020
H -22.853 -18.243 9.972
H -21.349 -20.186 7.169
H -21.394 -21.121 8.668
H -23.707 -22.066 7.909
H -23.221 -21.614 6.364
H -22.314 -22.911 7.212
H -24.234 -19.915 6.954
H -23.355 -18.387 6.889
H -25.299 -19.020 9.099
H -25.785 -18.074 7.681
H -24.514 -17.446 8.744
C -19.229 -24.607 1.859
C -18.114 -23.771 2.498
N -17.695 -22.600 1.695
C -16.773 -23.084 0.661
C -16.176 -22.153 -0.381
C -17.157 -21.520 2.579
C -15.846 -21.720 3.312
H -18.935 -24.967 0.889
H -20.082 -23.968 1.748
H -19.545 -25.428 2.512
H -18.503 -23.445 3.479
H -17.284 -24.421 2.621
H -15.885 -23.596 1.186
H -17.306 -23.825 0.129
H -16.880 -21.897 -1.170
H -15.823 -21.279 0.189
H -15.294 -22.564 -0.859
H -17.864 -21.322 3.361
H -17.119 -20.658 1.955
H -15.932 -22.384 4.178
H -15.673 -20.684 3.712
H -14.982 -22.046 2.697
Cl -16.687 -20.965 7.645
C -17.510 -20.746 9.256
C -17.978 -19.305 9.342
Cl -18.828 -19.147 10.900
H -16.765 -20.930 10.015
H -18.284 -21.523 9.327
H -18.730 -19.148 8.589
H -17.197 -18.525 9.425
*
```

Computed properties:
LUMO level ... 0.24 eV
Kohn-Sham gap ... 8.43 eV
SMILES ... CCOC(=O)C(F)(F)F.CCOC(=O)C(F)(F)F.CCOC(=O)C(F)(F)F.CCOC(=O)C(F)(F)F.CCOC(=O)C(F)(F)F.CCN(CC)CC.CCN(CC)CC.CCN(CC)CC.CCN(CC)CC.ClCCCl
Calculated total energy ... -141386.533 eV